Record 1
{"formula": "C18H54O18", "method": "ωB97M-V/def2-TZVPD", "smiles": "OCCO.OCCO.OCCO.OCCO.OCCO.OCCO.OCCO.OCCO.OCCO", "e_homo_ev": -9.6, "orbital_gap_ev": 9.956, "symbols": ["O", "O", "O", "O", "O", "O", "O", "O", "O", "O", "O", "O", "O", "O", "O", "O", "O", "O", "C", "C", "C", "C", "C", "C", "C", "C", "C", "C", "C", "C", "C", "C", "C", "C", "C", "C", "H", "H", "H", "H", "H", "H", "H", "H", "H", "H", "H", "H", "H", "H", "H", "H", "H", "H", "H", "H", "H", "H", "H", "H", "H", "H", "H", "H", "H", "H", "H", "H", "H", "H", "H", "H", "H", "H", "H", "H", "H", "H", "H", "H", "H", "H", "H", "H", "H", "H", "H", "H", "H", "H"], "xyz": [[-0.44216, 0.18389, -4.86633], [-5.89470, -0.83884, -0.93847], [1.13513, 0.54319, -2.03631], [4.11470, -1.87815, 0.71927], [4.38295, -2.57927, -1.75415], [2.97790, -1.02586, -3.82385], [3.86849, -2.52129, 3.56090], [3.76912, 3.45356, 0.66574], [3.07565, -0.01578, 3.95609], [-1.43961, -1.06083, -2.52940], [-5.96243, 1.79985, 0.14341], [-3.45719, 1.39904, 1.43828], [-1.28328, 0.50301, -0.33005], [3.98013, 3.98567, 3.71733], [-4.59839, -3.15380, -1.39029], [-1.47013, -0.40068, 2.40879], [6.86802, -1.05606, 1.95686], [-4.46026, 1.45982, -2.50101], [-1.95417, 0.63310, 3.13643], [2.54460, -2.33613, 4.06428], [2.94147, -2.74809, -2.09636], [-3.35898, 1.10121, 2.82567], [-2.16456, -0.93222, -3.74208], [1.06151, 0.57171, -0.59529], [4.78660, -0.55788, 0.62746], [2.73508, -2.39649, -3.62062], [-1.89596, 0.21706, -4.67420], [-0.16016, 1.34713, -0.13083], [3.47964, 2.66118, 1.82126], [2.87318, 3.38210, 2.97991], [6.34478, -0.67978, 0.73575], [-5.61462, 2.30293, -2.28776], [2.08281, -0.93639, 3.68802], [-5.94898, 2.70936, -0.90776], [-4.98978, -1.37911, 0.01784], [-3.92439, -2.17575, -0.71934], [-5.56711, 3.18474, -2.92183], [-2.44974, -0.00964, -5.62044], [2.11938, 4.08851, 2.64152], [2.74492, -3.79948, -1.89962], [4.41283, 4.13414, 0.95794], [-3.30551, -1.54463, -1.40320], [4.28143, 0.09788, 1.43649], [-1.27926, -0.24336, 1.43624], [-3.46874, 1.97188, 3.53577], [-4.39437, 1.54447, 1.08916], [4.36274, 2.13722, 2.17819], [0.37116, 0.14222, -2.47751], [1.69467, -2.53910, -3.90930], [-6.33567, -1.54833, -1.33197], [-6.91360, 3.21060, -0.86456], [1.86769, -1.02009, 2.69555], [-5.31973, 3.51772, -0.54007], [0.98597, -0.46715, -0.18609], [-6.47876, 1.68004, -2.75453], [4.60778, -1.82173, -2.36387], [1.80875, -3.02653, 3.71665], [-5.45244, -2.05701, 0.78999], [-1.28667, 1.48829, 3.04216], [3.91553, -2.58181, 2.58009], [1.13595, -0.64547, 4.21523], [2.60735, -2.48847, 5.13845], [3.94857, 3.62156, 4.62721], [-4.12943, 0.38190, 3.09752], [2.80003, 1.86576, 1.61238], [3.82601, -0.49641, 3.71478], [4.31594, -2.28084, -0.14900], [-1.88743, 0.33141, 4.26612], [-2.09835, 0.96603, -0.10509], [-1.89852, -1.78151, -4.34429], [2.02875, 0.88171, -0.13364], [-4.59924, 0.77067, -1.82161], [2.36664, -2.02249, -1.48272], [2.49671, 2.55910, 3.58426], [-1.60655, -0.36308, -1.94154], [3.40294, -3.01114, -4.26400], [4.51390, 0.05386, -0.31314], [-3.23388, -1.16166, -3.54340], [6.85208, -1.99646, 2.20498], [-0.29319, 1.00199, -5.29072], [-0.20776, 1.55169, 0.94247], [6.76722, 0.36200, 0.58120], [-0.22824, 2.31211, -0.71309], [-2.27822, 1.17366, -4.23905], [-4.16047, -3.68813, -2.02487], [-3.23429, -2.63609, -0.00461], [2.30218, -0.49003, -3.36323], [-6.45462, 1.01310, -0.16710], [6.59240, -1.37982, -0.04707], [-4.56969, -0.52518, 0.61750]]}

---

Record 2
{"formula": "C18H54O9", "method": "ωB97M-V/def2-TZVPD", "smiles": "CC(C)O.CC(C)O.CC(C)O.CC(C)O.CC(C)O.CC(C)O.O.O.O", "e_homo_ev": -9.7, "orbital_gap_ev": 10.086, "symbols": ["O", "O", "O", "O", "O", "O", "O", "O", "O", "C", "C", "C", "C", "C", "C", "C", "C", "C", "C", "C", "C", "C", "C", "C", "C", "C", "C", "H", "H", "H", "H", "H", "H", "H", "H", "H", "H", "H", "H", "H", "H", "H", "H", "H", "H", "H", "H", "H", "H", "H", "H", "H", "H", "H", "H", "H", "H", "H", "H", "H", "H", "H", "H", "H", "H", "H", "H", "H", "H", "H", "H", "H", "H", "H", "H", "H", "H", "H", "H", "H", "H"], "xyz": [[-2.46705, 1.70025, 1.30058], [1.98598, 1.36380, 0.31884], [-0.09398, -1.70101, -1.95410], [-2.83207, 3.12267, -1.18197], [1.13255, -5.77892, 1.55526], [2.49960, 2.61716, -2.01381], [0.01646, 2.79656, 2.04872], [-0.30254, -0.23308, 0.47128], [-2.99984, -1.39186, 4.31628], [-0.61596, -0.98195, 3.85231], [3.09063, 0.53314, 0.76247], [0.89258, -4.47822, 2.07641], [-0.77101, -2.38636, -4.07007], [2.78745, 0.19180, 2.21038], [-4.04162, 1.02656, -1.72973], [2.22857, -3.75735, 2.33975], [0.59372, 3.89777, -1.52707], [-1.36944, -2.77481, 5.43032], [-1.72327, -2.03913, 4.13987], [1.63461, 3.65449, -2.56241], [0.28954, -0.05737, -3.72665], [-0.59990, -1.18102, -3.15905], [3.19271, -0.68412, -0.16396], [2.47692, 4.86988, -3.01031], [-2.86761, 1.94892, -2.03296], [-0.00526, -3.65606, 1.12617], [-2.93569, 2.49193, -3.48559], [-1.80834, -2.83884, 3.37338], [3.37109, -0.39768, -1.18478], [3.33492, -0.70681, 2.57156], [0.31305, 2.69057, 2.96668], [-3.92205, 2.95759, -3.64060], [0.03599, 0.33852, -4.70918], [0.34220, 0.45082, 0.29016], [0.34160, -1.45933, 3.60861], [0.01781, 2.97031, -1.32368], [-3.54088, -1.37108, 3.52047], [0.23009, -2.82116, -4.03836], [0.53544, -5.90447, 0.78311], [-2.23772, -3.39545, 5.65225], [-0.95101, -2.09976, -5.11261], [3.99656, 1.08599, 0.62233], [-0.29599, -1.10006, -1.23693], [2.02522, -2.82961, 2.86788], [2.99215, 5.31758, -2.17051], [-0.98821, -4.12994, 1.13439], [-0.09359, 4.69619, -1.81564], [1.34719, -0.41361, -3.73016], [-0.90626, -0.34058, 3.00192], [-2.90044, 2.80679, -0.21914], [0.71949, 2.35195, 1.53871], [-0.50739, -0.33825, 4.78154], [0.29334, -3.62303, 0.07590], [2.71764, -3.55991, 1.38009], [-1.55568, -0.66728, -2.95687], [-1.12416, 0.24446, 0.64361], [-2.12700, 3.19809, -3.65633], [1.80919, 5.61092, -3.46442], [-3.99723, 0.23911, -2.43933], [1.07401, 4.25085, -0.62266], [-2.93191, 1.66793, -4.23848], [-1.51021, -3.10353, -3.72508], [2.18593, 1.81696, -0.54372], [-0.11764, -2.63433, 1.51114], [0.27736, 0.78407, -3.05002], [3.12482, 2.24611, -2.64403], [2.25694, -1.24100, -0.10232], [2.98381, 1.02225, 2.89348], [3.25421, 4.62673, -3.74283], [2.87842, -4.41325, 2.92411], [-1.96523, 1.33455, -1.92360], [1.73348, -0.12558, 2.22517], [1.17223, 3.24016, -3.47321], [-4.07688, 0.63078, -0.68736], [4.04612, -1.31222, 0.14795], [-3.09537, 1.42661, 1.99461], [-1.38551, -2.01189, 6.24956], [0.43279, -4.61235, 3.05216], [-4.97543, 1.61805, -1.86734], [-0.40978, -3.30206, 5.48490], [-1.61532, 2.01546, 1.69256]]}